Record 1
ORCA calculation (ωB97M-V with the def2-TZVPD basis set) on the molecule C4H7NO2 in a non-equilibrium geometry.

As for the net charge: 0. The value obtained for the frontier orbital gap (alpha / beta) is 8.79 / 7.44 eV. The molar mass is 101.10 g/mol. For the lowest unoccupied orbital energy (alpha / beta), the calculation gives -0.9 / -1.3 eV. The value obtained for the energy above the lowest of the compared OMol25 structures with the same formula, charge and spin is 562.9 kJ/mol. Its spin multiplicity is 1. The largest force on an atom comes out at 1.01 eV/Å.

Geometry as XYZ:
```
14
Properties=species:S:1:pos:R:3:forces:R:3
N 1.562 0.157 1.999 0.05 0.00 0.08
C 0.911 0.700 0.830 0.67 -0.45 -0.60
O 0.004 1.619 0.949 -0.17 0.61 0.35
C 0.359 -0.249 -0.159 -0.18 -0.43 -0.32
C -1.077 -0.333 -0.353 0.16 0.10 0.18
C -1.686 -0.343 -1.698 -0.06 0.23 -0.21
O -1.466 -1.547 -1.003 -0.16 -0.27 0.01
H 2.387 0.682 2.264 -0.15 -0.04 0.00
H 1.785 -0.828 1.917 -0.04 0.14 -0.01
H 0.987 -0.698 -0.932 -0.07 0.05 0.21
H 1.700 1.041 0.059 -0.14 0.24 0.28
H -1.677 0.014 0.490 0.01 -0.11 -0.15
H -1.063 -0.185 -2.578 -0.07 -0.02 0.16
H -2.725 -0.028 -1.785 0.14 -0.05 0.02
```
Positions in Å, forces in eV/Å.



Record 2
ORCA calculation (ωB97M-V with the def2-TZVPD basis set) on the molecule C4H7NO2.

As for the net charge: 0. The value obtained for the frontier orbital gap is 9.72 eV. The molar mass is 101.10 g/mol. The SMILES is C=C(N)OCC=O. For the lowest unoccupied orbital energy, the calculation gives 0.8 eV. The value obtained for the energy above the lowest of the compared OMol25 structures with the same formula, charge and spin is 198.6 kJ/mol. Its spin multiplicity is 1. The largest force on an atom comes out at 0.59 eV/Å.

Geometry as XYZ:
```
14
Properties=species:S:1:pos:R:3:forces:R:3
C 1.836 0.550 -1.322 -0.05 -0.03 0.04
C 0.939 0.079 -0.458 0.21 0.13 -0.11
N 1.128 -0.125 0.918 0.12 -0.11 -0.04
O -0.326 -0.225 -0.885 0.10 0.00 -0.02
C -1.385 0.314 -0.111 -0.15 0.09 0.07
C -1.973 -0.730 0.817 -0.38 0.15 0.26
O -2.897 -0.511 1.560 0.46 -0.13 -0.35
H 1.532 0.784 -2.335 0.04 -0.01 0.16
H 2.047 0.163 1.228 -0.14 -0.05 -0.05
H 2.872 0.691 -1.035 -0.17 -0.05 -0.02
H 0.944 -1.083 1.199 0.00 0.13 -0.02
H -1.063 1.176 0.483 -0.04 -0.13 -0.07
H -2.162 0.649 -0.806 0.07 -0.10 0.09
H -1.493 -1.732 0.746 -0.08 0.10 0.05
```
Positions in Å, forces in eV/Å.



Record 3
ORCA calculation (ωB97M-V with the def2-TZVPD basis set) on a cluster of 2 separate species, C4H7NO2 in total in a non-equilibrium geometry.

As for the net charge: 0. The value obtained for the frontier orbital gap (alpha / beta) is 7.57 / 7.68 eV. The molar mass is 101.10 g/mol. For the lowest unoccupied orbital energy (alpha / beta), the calculation gives -0.4 / -0.5 eV. The value obtained for the energy above the lowest of the compared OMol25 structures with the same formula, charge and spin is 558.2 kJ/mol. Its spin multiplicity is 1. The largest force on an atom comes out at 1.60 eV/Å.

Geometry as XYZ:
```
14
Properties=species:S:1:pos:R:3:forces:R:3
O -2.109 -0.307 -1.256 -0.22 0.21 -0.04
C -1.265 -0.185 -0.142 -0.17 -0.07 0.38
C -0.017 -1.050 -0.302 -0.31 -0.26 -0.42
N 0.717 0.107 -0.296 1.59 0.09 -0.16
C -0.283 0.992 -0.101 -0.44 0.36 0.16
C 2.120 0.304 -0.410 -0.33 0.14 0.06
O 2.616 1.391 -0.363 -0.07 -0.29 0.02
H -2.627 0.505 -1.311 -0.01 -0.16 -0.08
H -1.798 -0.308 0.811 0.06 -0.03 -0.19
H 0.065 -0.761 2.058 0.00 0.14 0.19
H 0.144 -1.815 -1.059 -0.04 0.01 0.15
H -0.043 -0.090 2.379 0.05 -0.14 0.04
H -0.183 1.860 0.547 -0.07 -0.09 -0.15
H 2.663 -0.644 -0.556 -0.04 0.08 0.04
```
Positions in Å, forces in eV/Å.



Record 4
ORCA calculation (ωB97M-V with the def2-TZVPD basis set) on the molecule C4H7NO2.

As for the net charge: 0. The value obtained for the frontier orbital gap is 10.76 eV. The molar mass is 101.10 g/mol. The SMILES is C[C@H]1CNC(=O)O1. For the lowest unoccupied orbital energy, the calculation gives 0.8 eV. The value obtained for the energy above the lowest of the compared OMol25 structures with the same formula, charge and spin is 8.9 kJ/mol. Its spin multiplicity is 1. The largest force on an atom comes out at 0.59 eV/Å.

Geometry as XYZ:
```
14
Properties=species:S:1:pos:R:3:forces:R:3
C -0.162 1.655 -0.248 -0.04 -0.01 0.08
C -0.773 0.258 -0.307 -0.03 0.03 -0.04
C 0.210 -0.777 -0.893 -0.05 0.03 -0.02
N 0.866 -1.151 0.338 0.11 -0.17 0.19
C 0.071 -0.951 1.439 0.25 -0.10 0.18
O 0.251 -1.332 2.566 -0.06 0.11 -0.37
O -0.992 -0.205 1.045 0.18 0.02 0.14
H 0.827 1.576 0.218 -0.16 0.06 -0.03
H -0.784 2.303 0.371 0.06 -0.03 -0.06
H -0.026 2.131 -1.227 -0.18 -0.30 0.10
H -1.775 0.202 -0.725 0.19 0.29 -0.48
H 0.922 -0.351 -1.611 -0.25 0.10 0.18
H -0.306 -1.616 -1.382 0.07 0.10 0.18
H 1.672 -1.743 0.415 -0.07 -0.12 -0.05
```
Positions in Å, forces in eV/Å.



Record 5
ORCA calculation (ωB97M-V with the def2-TZVPD basis set) on the molecule C4H7NO2 in a non-equilibrium geometry.

As for the net charge: 0. The value obtained for the frontier orbital gap (alpha / beta) is 6.72 / 9.17 eV. The molar mass is 101.10 g/mol. For the lowest unoccupied orbital energy (alpha / beta), the calculation gives 0.3 / 0.7 eV. The value obtained for the energy above the lowest of the compared OMol25 structures with the same formula, charge and spin is 601.7 kJ/mol. Its spin multiplicity is 1. The largest force on an atom comes out at 1.43 eV/Å.

Geometry as XYZ:
```
14
Properties=species:S:1:pos:R:3:forces:R:3
O -1.823 -1.611 -0.150 -0.32 0.80 -0.53
N -1.824 -0.224 -0.549 -0.38 -0.91 1.03
C -0.458 0.130 -0.427 0.02 0.55 -1.15
C 0.142 1.490 0.018 -0.24 0.28 -0.10
C 1.409 0.742 0.531 -0.10 -0.32 0.26
C 0.643 -0.508 0.238 0.48 0.73 0.46
O 0.906 -1.769 0.507 -0.29 -1.25 0.10
H -2.568 -1.954 -0.659 -0.01 -0.11 0.25
H -0.419 1.950 0.831 -0.03 -0.05 -0.05
H 0.292 2.219 -0.780 -0.02 -0.11 0.11
H 1.597 0.875 1.605 0.06 0.14 -0.12
H 2.349 0.926 -0.006 -0.21 -0.09 -0.03
H -0.302 -0.029 -1.518 0.53 0.32 -0.35
H 0.056 -2.237 0.359 0.50 0.02 0.11
```
Positions in Å, forces in eV/Å.



Record 6
ORCA calculation (ωB97M-V with the def2-TZVPD basis set) on the molecule C4H7NO2 in a non-equilibrium geometry.

As for the net charge: 0. The value obtained for the frontier orbital gap is 10.12 eV. The molar mass is 101.10 g/mol. The SMILES is O[C@H]1CN2C[C@]12O. For the lowest unoccupied orbital energy, the calculation gives 0.7 eV. The value obtained for the energy above the lowest of the compared OMol25 structures with the same formula, charge and spin is 330.4 kJ/mol. Its spin multiplicity is 1. The largest force on an atom comes out at 4.73 eV/Å.

Geometry as XYZ:
```
14
Properties=species:S:1:pos:R:3:forces:R:3
O -0.619 -0.424 1.910 -2.02 0.60 1.07
C 0.182 0.181 0.957 0.73 0.29 -0.49
C 0.959 -0.908 0.216 0.62 0.01 -0.27
N 0.172 -0.750 -1.052 -0.48 0.49 0.45
C 0.353 0.657 -1.486 1.01 0.16 -0.16
C -0.528 0.430 -0.364 0.95 -0.01 -0.82
O -1.859 0.617 -0.501 -1.39 -4.19 1.70
H -1.357 0.200 2.167 1.23 -0.93 -0.37
H 0.748 1.024 1.372 -0.06 -0.01 -0.04
H 2.033 -0.733 0.088 -0.10 -0.04 0.02
H 0.788 -1.897 0.646 0.01 0.17 -0.04
H -2.092 -0.384 -0.170 -0.42 3.57 -1.19
H -0.108 0.859 -2.448 -0.02 -0.02 0.20
H 1.326 1.128 -1.334 -0.08 -0.11 -0.07
```
Positions in Å, forces in eV/Å.



Record 7
ORCA calculation (ωB97M-V with the def2-TZVPD basis set) on the molecule C4H7NO2 in a non-equilibrium geometry.

As for the net charge: 0. The value obtained for the frontier orbital gap is 9.50 eV. The molar mass is 101.10 g/mol. The SMILES is C[C@@H](C=O)C(N)=O. For the lowest unoccupied orbital energy, the calculation gives 0.7 eV. The value obtained for the energy above the lowest of the compared OMol25 structures with the same formula, charge and spin is 167.7 kJ/mol. Its spin multiplicity is 1. The largest force on an atom comes out at 2.72 eV/Å.

Geometry as XYZ:
```
14
Properties=species:S:1:pos:R:3:forces:R:3
C -0.879 -1.302 0.256 -0.04 0.17 0.14
C -0.533 0.047 -0.364 -0.37 0.64 0.47
C -1.021 1.466 0.464 0.18 -1.09 -0.46
O -1.952 1.477 1.214 1.12 0.30 -0.78
C 0.875 0.481 -0.513 0.41 0.43 -0.12
O 1.076 1.667 -0.826 0.74 -0.65 -0.65
N 1.914 -0.256 -0.048 0.06 -0.15 -0.11
H -0.181 -1.564 1.061 -0.14 0.11 -0.09
H -1.875 -1.223 0.704 0.10 -0.06 -0.01
H -0.903 -2.146 -0.450 0.07 0.42 0.04
H -1.092 0.253 -1.284 0.25 -0.16 -0.03
H -0.142 2.141 -0.047 -2.23 0.23 1.55
H 1.906 -1.260 -0.081 -0.08 0.02 0.12
H 2.805 0.220 -0.085 -0.07 -0.22 -0.08
```
Positions in Å, forces in eV/Å.



Record 8
ORCA calculation (ωB97M-V with the def2-TZVPD basis set) on a structure of composition C4H7NO2.

As for the net charge: 0. The value obtained for the frontier orbital gap is 8.99 eV. The molar mass is 101.10 g/mol. For the lowest unoccupied orbital energy, the calculation gives -0.1 eV. The value obtained for the energy above the lowest of the compared OMol25 structures with the same formula, charge and spin is 484.6 kJ/mol. Its spin multiplicity is 1. The largest force on an atom comes out at 0.87 eV/Å.

Geometry as XYZ:
```
14
Properties=species:S:1:pos:R:3:forces:R:3
C 0.948 -0.461 2.190 -0.03 -0.02 0.00
C 0.814 -0.524 0.727 0.46 -0.17 -0.67
N 1.264 -0.758 -0.347 -0.37 0.16 0.77
O -0.943 0.195 0.620 -0.12 0.08 -0.21
C -1.408 0.253 -0.558 0.00 -0.09 0.11
C -0.132 0.560 -2.078 -0.22 0.03 -0.58
O -0.582 0.216 -3.140 0.27 0.16 0.48
H 0.074 -0.917 2.658 0.12 0.04 -0.07
H 1.862 -0.973 2.496 -0.12 0.06 -0.06
H 0.991 0.588 2.492 -0.02 -0.15 -0.04
H 0.340 -0.288 -1.194 -0.09 -0.05 0.22
H -1.878 -0.623 -1.031 0.09 0.08 0.14
H -1.801 1.228 -0.886 0.10 -0.08 -0.03
H 0.451 1.503 -1.950 -0.07 -0.05 -0.07
```
Positions in Å, forces in eV/Å.



Record 9
ORCA calculation (ωB97M-V with the def2-TZVPD basis set) on the molecule C4H7NO2.

As for the net charge: 0. The value obtained for the frontier orbital gap is 10.39 eV. The molar mass is 101.10 g/mol. The SMILES is O[C@@H]1CN=COC1. For the lowest unoccupied orbital energy, the calculation gives 0.8 eV. The value obtained for the energy above the lowest of the compared OMol25 structures with the same formula, charge and spin is 154.5 kJ/mol. Its spin multiplicity is 1. The largest force on an atom comes out at 0.56 eV/Å.

Geometry as XYZ:
```
14
Properties=species:S:1:pos:R:3:forces:R:3
O -1.046 -0.432 1.488 -0.07 -0.28 0.09
C -0.942 0.034 0.157 0.17 0.13 -0.29
C -0.107 1.302 0.233 -0.19 0.05 -0.05
O 1.224 0.996 0.639 0.07 -0.05 -0.06
C 1.793 0.038 -0.123 0.11 -0.17 -0.22
N 1.226 -0.777 -0.904 0.20 0.20 0.35
C -0.214 -0.953 -0.784 -0.13 -0.01 -0.02
H -1.343 -1.349 1.468 0.01 0.09 0.06
H -1.940 0.293 -0.240 0.24 -0.14 0.05
H -0.072 1.796 -0.748 -0.04 -0.09 0.11
H -0.497 1.997 0.978 0.00 -0.14 -0.09
H 2.872 0.010 0.010 -0.05 0.18 -0.11
H -0.690 -0.974 -1.771 0.22 0.15 0.09
H -0.264 -1.981 -0.405 -0.55 0.07 0.09
```
Positions in Å, forces in eV/Å.